No. 1
{"formula": "C35H54FN16O4S2", "method": "ωB97M-V/def2-TZVPD", "orbital_gap_ev": 6.6, "de_lowest_kj_mol": 0.0, "lumo_ev": -4.538, "charge": 1, "e_homo_ev": -11.109, "symbols": ["C", "C", "F", "C", "N", "N", "N", "C", "N", "S", "C", "C", "O", "O", "C", "C", "C", "O", "C", "O", "C", "S", "H", "H", "H", "H", "H", "H", "H", "H", "H", "H", "H", "H", "H", "H", "H", "H", "H", "H", "C", "C", "N", "H", "H", "H", "C", "C", "N", "H", "H", "H", "C", "C", "N", "H", "H", "H", "C", "C", "N", "H", "H", "H", "C", "C", "N", "H", "H", "H", "C", "C", "N", "H", "H", "H", "C", "C", "N", "H", "H", "H", "C", "C", "N", "H", "H", "H", "C", "C", "N", "H", "H", "H", "C", "C", "N", "H", "H", "H", "C", "C", "N", "H", "H", "H", "C", "C", "N", "H", "H", "H"], "coordinates": [[1.1915, -0.2574, 1.5771], [1.4628, -0.4792, 0.1174], [1.0193, 0.5987, -0.6153], [2.9607, -0.6521, -0.1305], [3.3650, -0.2633, -1.4803], [3.1880, 0.9024, -1.9871], [3.7222, 0.9092, -3.1859], [4.2119, -0.2892, -3.4099], [4.0227, -1.0520, -2.3574], [4.6536, -2.6692, -2.2510], [3.2918, -3.7120, -1.7594], [2.0386, -3.5906, -2.6014], [1.9887, -4.0250, -3.7112], [1.0087, -2.9572, -1.9970], [0.4742, -3.7458, -0.8996], [-1.0478, -3.7718, -0.9331], [-1.5588, -4.9590, -1.7434], [-1.4696, -2.5236, -1.4734], [-2.7162, -2.1477, -1.1086], [-3.5642, -2.9372, -0.7880], [-2.9911, -0.6743, -1.1280], [-1.5481, 0.3813, -0.9749], [0.1184, -0.2069, 1.6882], [1.6115, 0.6861, 1.8949], [1.5939, -1.0732, 2.1605], [0.8922, -1.3453, -0.2046], [3.3052, -1.6490, 0.0820], [3.4973, -0.0072, 0.5482], [4.7098, -0.5694, -4.3129], [3.7131, -4.6922, -1.9540], [3.0721, -3.6581, -0.7040], [0.8239, -3.3370, 0.0434], [0.8308, -4.7642, -0.9757], [-1.4054, -3.8658, 0.0831], [-0.9207, -5.8177, -1.5965], [-2.5657, -5.2110, -1.4678], [-1.5182, -4.6911, -2.7907], [-3.4830, -0.4599, -2.0668], [-3.6969, -0.4982, -0.3334], [-1.3877, 0.8418, -2.2114], [6.6231, -1.3318, 2.5354], [5.3526, -0.6340, 2.6252], [4.3654, -0.0514, 2.6982], [6.9539, -1.3718, 1.4986], [7.3639, -0.8050, 3.1317], [6.5186, -2.3425, 2.9237], [-7.3955, -0.6264, -1.3231], [-6.3377, -0.0435, -2.1286], [-5.4874, 0.4024, -2.7580], [-7.4551, -0.1193, -0.3636], [-8.3502, -0.5240, -1.8328], [-7.1857, -1.6828, -1.1597], [-10.3319, -1.7518, 2.2136], [-9.6518, -0.6932, 1.4892], [-9.1353, 0.1645, 0.9279], [-11.3362, -1.8776, 1.8156], [-9.7811, -2.6844, 2.1099], [-10.4018, -1.4846, 3.2658], [-11.0129, 2.8475, 3.1258], [-11.8871, 1.7895, 3.6025], [-12.5478, 0.9199, 3.9554], [-10.3090, 3.1234, 3.9082], [-10.4603, 2.4964, 2.2573], [-11.5941, 3.7217, 2.8457], [8.2425, 1.9173, 5.5824], [7.5580, 0.6430, 5.6961], [7.0075, -0.3535, 5.8459], [8.6711, 2.1730, 6.5499], [9.0329, 1.8523, 4.8369], [7.5335, 2.6897, 5.2923], [5.8855, 2.9466, -1.7253], [7.2278, 2.9262, -1.1673], [8.2816, 2.9080, -0.7142], [5.4535, 3.9411, -1.6325], [5.9184, 2.6718, -2.7769], [5.2610, 2.2443, -1.1812], [-9.0954, 3.8425, -0.5056], [-9.9685, 4.6419, 0.3338], [-10.6573, 5.2735, 0.9980], [-8.2843, 3.4265, 0.0908], [-9.6606, 3.0280, -0.9541], [-8.6749, 4.4623, -1.2947], [6.7247, -0.8365, 9.7122], [7.2449, 0.4423, 9.2653], [7.6556, 1.4528, 8.9123], [5.8735, -1.1178, 9.0963], [7.4967, -1.5973, 9.6234], [6.4107, -0.7633, 10.7510], [8.2418, 6.2174, 0.6276], [7.1611, 6.8563, 1.3590], [6.3010, 7.3606, 1.9258], [8.9704, 5.8070, 1.3229], [7.8451, 5.4084, 0.0217], [8.7342, 6.9411, -0.0182], [1.4076, -5.2774, -6.4737], [1.7286, -6.2046, -7.5459], [1.9817, -6.9384, -8.3897], [1.6855, -5.7091, -5.5182], [1.9526, -4.3471, -6.6137], [0.3397, -5.0686, -6.4732], [-0.0258, 0.4266, -5.9823], [-0.8542, 1.1679, -5.0487], [-1.5287, 1.7536, -4.3294], [0.8267, 0.0015, -5.4562], [-0.6068, -0.3758, -6.4315], [0.3308, 1.0918, -6.7657], [-3.8692, 3.8610, -0.9239], [-4.7686, 3.7120, 0.2073], [-5.4785, 3.5943, 1.1013], [-4.0717, 4.8041, -1.4274], [-2.8374, 3.8519, -0.5803], [-4.0154, 3.0430, -1.6279]], "atomic_forces_ev_per_a": [[-0.146, 0.215, -0.354], [-0.417, -0.295, 0.099], [0.839, 0.305, 0.061], [-0.127, 0.585, 0.314], [0.181, -0.705, 0.293], [0.178, 0.002, 0.002], [-0.175, 0.678, -0.372], [0.065, 0.757, -0.748], [-0.565, -0.911, 0.352], [0.442, 0.101, 0.394], [-0.310, 0.004, 0.080], [-0.270, -0.134, -0.426], [0.055, 0.397, 0.005], [0.105, -0.444, -0.114], [-0.101, 0.401, 0.275], [-0.098, -0.713, -0.847], [0.271, 0.507, -0.075], [0.097, 0.273, 0.531], [-0.426, -0.212, 0.084], [0.144, -0.153, 0.194], [0.570, -0.045, -0.819], [-0.375, 0.053, 0.910], [-0.301, -0.061, 0.198], [0.254, 0.140, 0.229], [0.121, -0.146, 0.321], [0.049, 0.065, -0.424], [0.090, -0.393, -0.163], [0.242, 0.351, 0.164], [0.155, -0.338, -0.218], [0.257, -0.279, -0.094], [0.077, 0.194, 0.299], [0.147, 0.227, 0.142], [0.131, -0.293, 0.011], [-0.085, 0.066, 0.385], [0.125, -0.360, 0.133], [-0.413, -0.031, 0.009], [-0.080, -0.026, -0.361], [-0.319, 0.134, -0.161], [-0.219, 0.231, 0.207], [-0.253, -0.110, -0.374], [0.107, -0.098, 0.005], [-0.025, 0.190, 0.132], [-0.025, -0.111, -0.189], [0.018, -0.001, -0.002], [0.011, -0.022, 0.055], [0.027, -0.009, 0.041], [0.145, -0.060, -0.031], [0.083, -0.029, -0.144], [-0.013, 0.097, -0.029], [0.014, -0.014, -0.124], [-0.045, 0.022, 0.025], [0.000, -0.009, -0.009], [-0.038, -0.116, 0.071], [-0.046, 0.221, -0.001], [-0.201, 0.063, 0.215], [-0.032, -0.002, 0.020], [-0.007, -0.022, 0.011], [-0.041, 0.007, 0.019], [-0.018, 0.111, 0.068], [0.033, -0.222, -0.023], [-0.019, -0.068, 0.012], [0.023, 0.031, -0.005], [0.019, -0.005, -0.018], [0.023, 0.040, -0.033], [0.112, 0.130, -0.048], [-0.133, -0.115, 0.269], [0.005, -0.099, -0.249], [-0.031, 0.005, 0.037], [0.014, 0.026, -0.006], [-0.001, 0.031, 0.003], [0.030, 0.063, -0.053], [0.116, 0.021, 0.077], [0.014, -0.049, 0.010], [-0.023, 0.011, -0.001], [-0.044, 0.020, -0.035], [-0.075, 0.016, 0.054], [0.153, -0.145, -0.091], [-0.035, 0.118, 0.030], [-0.069, 0.050, 0.054], [0.020, 0.005, 0.010], [0.001, -0.025, -0.005], [0.010, 0.008, -0.015], [-0.065, -0.119, 0.038], [0.062, 0.152, -0.043], [0.059, 0.073, -0.081], [-0.009, -0.024, -0.015], [0.001, -0.030, 0.003], [-0.009, -0.017, 0.019], [0.092, -0.007, -0.025], [-0.094, 0.107, 0.051], [-0.066, -0.021, 0.034], [0.032, -0.020, -0.009], [0.064, -0.053, -0.036], [0.016, 0.011, -0.006], [-0.061, 0.009, -0.025], [0.004, -0.084, -0.131], [0.033, -0.028, -0.031], [0.005, 0.003, 0.059], [0.009, 0.031, 0.031], [-0.015, 0.017, 0.021], [0.077, -0.056, -0.086], [-0.177, 0.093, 0.019], [0.061, 0.007, 0.118], [0.026, -0.029, -0.026], [0.006, -0.018, -0.020], [0.017, -0.006, -0.026], [0.061, 0.012, -0.153], [-0.083, -0.054, 0.122], [-0.070, -0.041, -0.018], [0.023, 0.016, -0.024], [0.023, -0.010, -0.004], [0.004, -0.020, -0.012]]}

No. 2
{"formula": "C35H54N3", "method": "ωB97M-V/def2-TZVPD", "orbital_gap_ev": 2.9, "lumo_ev": -4.994, "charge": 1, "e_homo_ev": -7.942, "symbols": ["C", "C", "C", "N", "N", "N", "C", "C", "C", "C", "C", "C", "C", "C", "C", "C", "H", "H", "H", "H", "H", "H", "H", "H", "H", "H", "H", "H", "H", "H", "H", "H", "H", "H", "H", "H", "H", "H", "H", "H", "H", "C", "C", "C", "C", "C", "C", "C", "C", "C", "C", "C", "C", "C", "C", "C", "C", "C", "C", "C", "C", "C", "C", "H", "H", "H", "H", "H", "H", "H", "H", "H", "H", "H", "H", "H", "H", "H", "H", "H", "H", "H", "H", "H", "H", "H", "H", "H", "H", "H", "H", "H"], "coordinates": [[3.1873, -0.1448, 1.9394], [2.6597, 0.0139, 0.5284], [3.2670, 1.2037, -0.1841], [1.1992, 0.1648, 0.5290], [0.6410, 1.3617, 0.6102], [-0.6881, 1.1231, 0.6831], [-1.5498, 2.3326, 0.7840], [-1.3158, 3.1957, -0.4366], [-1.2197, 3.0698, 2.0651], [-0.9744, -0.2056, 0.6510], [-2.4117, -0.7368, 0.6818], [-2.4368, -2.2675, 0.6254], [-3.1737, -0.2307, -0.5506], [-3.1075, -0.3138, 1.9812], [0.2710, -0.8708, 0.5881], [0.6683, -2.2046, 0.6016], [4.2736, -0.2782, 1.9077], [2.9628, 0.7500, 2.5336], [2.7501, -1.0235, 2.4266], [2.8519, -0.9030, -0.0309], [4.3500, 1.0562, -0.2401], [2.8810, 1.2880, -1.2030], [3.0588, 2.1324, 0.3546], [-2.5826, 1.9906, 0.8051], [-1.9971, 4.0537, -0.4062], [-0.2856, 3.5684, -0.4512], [-1.5129, 2.6435, -1.3619], [-1.8972, 3.9251, 2.1721], [-1.3481, 2.4285, 2.9440], [-0.1901, 3.4439, 2.0375], [-1.9184, -2.6956, 1.4949], [-3.4808, -2.6227, 0.6409], [-1.9655, -2.6175, -0.3021], [-3.2487, 0.8618, -0.5785], [-2.6587, -0.5713, -1.4581], [-4.1905, -0.6457, -0.5441], [-3.2234, 0.7726, 2.0587], [-4.1077, -0.7677, 2.0140], [-2.5322, -0.6670, 2.8468], [-0.0974, -2.9651, 0.5272], [1.7267, -2.4399, 0.4940], [1.5658, -3.0621, 10.8577], [1.2654, -2.9756, 9.3890], [0.3929, -3.8826, 8.7867], [0.0869, -3.8273, 7.4256], [-0.8892, -4.8717, 6.9482], [0.6824, -2.8347, 6.6206], [0.3775, -2.7135, 5.1290], [-1.0771, -2.2964, 4.8807], [0.7631, -3.9611, 4.3053], [2.1676, -4.3623, 4.3983], [2.7381, -5.5319, 3.8929], [4.1489, -5.7628, 4.1094], [4.9780, -4.7764, 4.8765], [4.7598, -6.9017, 3.6116], [4.0443, -7.8772, 2.9073], [4.7353, -9.1000, 2.3904], [2.6749, -7.6757, 2.7075], [2.0058, -6.5517, 3.1676], [0.5388, -6.4846, 2.8877], [1.5510, -1.9054, 7.2228], [2.1910, -0.8000, 6.4207], [1.8377, -1.9888, 8.5847], [2.2591, -2.2645, 11.1457], [0.6526, -2.9620, 11.4612], [2.0203, -4.0279, 11.1198], [-0.0752, -4.6546, 9.4027], [-1.2295, -4.7504, 5.9198], [-0.4612, -5.8836, 7.0433], [-1.7923, -4.8627, 7.5808], [0.9840, -1.8988, 4.7177], [-1.2713, -1.3384, 5.3832], [-1.2600, -2.1615, 3.8046], [-1.7977, -3.0298, 5.2632], [0.1394, -4.7946, 4.6340], [0.5139, -3.7413, 3.2530], [2.8103, -3.6685, 4.9384], [6.0053, -5.1532, 4.9652], [5.0222, -3.7991, 4.3754], [4.5909, -4.6166, 5.8929], [5.8305, -7.0490, 3.7732], [4.0201, -9.7432, 1.8688], [5.5414, -8.8390, 1.6916], [5.1905, -9.6770, 3.2065], [2.1148, -8.4402, 2.1634], [0.2585, -7.3142, 2.2267], [-0.0691, -6.6041, 3.7957], [0.2448, -5.5611, 2.3759], [2.8207, -0.1876, 7.0774], [2.8409, -1.1828, 5.6183], [1.4476, -0.1317, 5.9612], [2.5190, -1.2591, 9.0284]], "atomic_forces_ev_per_a": [[0.102, -0.064, 0.365], [-0.529, 0.317, -0.209], [0.387, 0.042, -0.159], [-0.952, -0.621, 0.222], [-2.002, 0.580, 0.223], [2.518, -0.151, -0.190], [0.376, -0.214, -0.091], [-0.121, 0.329, -0.341], [-0.072, 0.247, 0.351], [-0.746, 0.315, 0.081], [0.346, 0.128, -0.004], [-0.006, -0.145, 0.000], [-0.092, -0.006, -0.084], [-0.158, 0.006, 0.097], [0.964, -0.626, 0.027], [-0.204, -0.055, 0.300], [-0.128, 0.041, 0.032], [0.038, -0.172, -0.091], [-0.031, 0.141, -0.046], [-0.012, 0.107, -0.106], [-0.120, 0.115, -0.001], [0.016, 0.042, 0.130], [0.061, -0.145, -0.106], [0.273, 0.018, -0.020], [0.131, -0.120, -0.005], [-0.229, -0.114, -0.031], [0.084, 0.066, 0.145], [0.134, -0.136, -0.022], [0.063, 0.067, -0.138], [-0.222, -0.122, 0.027], [-0.133, 0.031, -0.288], [0.343, 0.204, -0.018], [-0.129, -0.046, 0.297], [-0.049, -0.278, -0.125], [-0.185, 0.127, 0.129], [0.181, 0.123, -0.064], [-0.043, -0.301, 0.138], [0.188, 0.144, 0.073], [-0.194, 0.128, -0.153], [0.556, -0.010, -0.109], [-0.471, -0.144, -0.013], [0.091, 0.040, 0.251], [-0.125, -0.091, -0.341], [0.193, 0.251, 0.043], [0.256, 0.165, 0.242], [-0.385, -0.445, -0.037], [-0.035, -0.228, 0.055], [0.227, 0.223, 0.014], [-0.143, 0.047, -0.154], [-0.484, 0.518, 0.605], [0.003, -0.715, -0.255], [0.012, 0.025, 0.059], [0.327, -0.155, -0.088], [0.407, 0.116, 0.176], [0.086, 0.454, 0.285], [-0.001, 0.243, 0.115], [-0.182, -0.194, -0.145], [-0.210, 0.027, -0.046], [0.002, -0.264, -0.075], [-0.405, -0.318, -0.478], [0.004, -0.156, -0.029], [0.248, 0.307, 0.028], [-0.123, -0.142, 0.051], [-0.139, -0.193, 0.057], [0.222, 0.007, -0.176], [-0.088, 0.238, -0.092], [0.097, 0.179, -0.164], [0.042, -0.035, 0.251], [-0.067, 0.294, -0.042], [0.312, 0.028, -0.212], [-0.044, -0.133, 0.118], [0.011, -0.270, -0.126], [0.072, -0.045, 0.238], [0.152, 0.285, -0.121], [0.070, -0.025, -0.355], [0.068, -0.102, -0.134], [0.064, -0.137, -0.102], [-0.310, 0.182, 0.002], [-0.025, -0.242, 0.101], [0.084, -0.055, -0.256], [-0.337, 0.079, -0.004], [0.215, 0.052, 0.078], [-0.175, 0.041, 0.182], [-0.106, 0.203, -0.115], [0.128, 0.289, 0.176], [0.117, 0.186, 0.167], [0.198, 0.177, -0.136], [0.068, -0.177, 0.217], [-0.144, -0.109, -0.185], [-0.182, 0.116, 0.147], [0.193, -0.199, 0.083], [-0.194, -0.195, -0.097]]}